16
Properties=species:S:1:pos:R:3 method="wB97M-V/def2-TZVPD" charge=0 smiles="CNC(=O)O.O.O" lumo_energy_ev=0.368
C -2.21476 1.61041 -0.72311
N -0.99887 0.81435 -0.43603
C -0.16804 1.08831 0.61337
O 1.02724 0.90711 0.59858
O -0.84045 1.41250 1.75527
H -2.14208 2.16490 -1.65512
H -3.06726 0.94304 -0.73126
H -2.27959 2.36161 0.05890
H -0.54497 0.52633 -1.28375
H -1.61531 0.84997 1.87600
O 2.22312 -3.08666 -2.83129
H 1.55104 -2.45697 -3.00765
H 2.58891 -2.91506 -1.97654
O 0.65060 -1.78741 1.31566
H 1.35502 -1.94715 1.96372
H 1.02633 -0.99066 0.89685

***

58
Properties=species:S:1:pos:R:3 method="wB97M-V/def2-TZVPD" charge=0 s2=0.755 spin_multiplicity=2 lumo_energy_ev="0.126 / -0.019"
C -2.74144 -0.06417 -2.48249
C -2.81802 -0.34780 -0.87218
C -1.75028 -1.32790 -0.45800
C 2.58407 -1.64122 1.36078
C 1.96061 -0.73702 0.62901
C 0.71454 -1.10624 -0.02356
C -0.56416 -0.76458 0.25296
N -1.50595 -0.29961 -3.28408
H -3.53338 -0.75081 -2.98997
H -3.01634 1.14643 -2.65389
H -3.88600 -0.70303 -0.63174
H -2.50394 0.64800 -0.37548
H -1.58666 -1.98933 -1.29782
H -2.09907 -2.03565 0.32513
H 3.61404 -1.53355 1.82365
H 2.09458 -2.60231 1.44719
H 2.38851 0.23077 0.35858
H 0.84704 -1.77064 -0.88960
H -0.95009 -0.08666 0.99959
H -1.39004 -1.19212 -3.72444
H -0.80885 -0.41458 -2.55115
H -1.07304 0.19484 -4.03007
H 0.32045 -2.65015 -2.41400
H 1.61464 -2.08783 -2.84136
O 0.66738 -2.17446 -3.18839
H 0.36330 2.73986 3.16382
H -1.14584 2.30213 3.20058
O -0.34529 2.19437 2.69955
H -0.48318 -2.57265 1.97800
H -1.32627 -3.78317 2.08989
O -0.81914 -3.33466 1.48964
H 0.22359 -4.06878 -0.34382
H -0.46825 -4.79817 -1.51419
O 0.01254 -4.03625 -1.31055
H 0.40736 1.58204 -0.28181
H -0.54563 2.12700 0.98249
O -0.18481 2.31817 0.04209
H 0.73279 -0.59817 4.06054
H 0.11885 0.23375 2.86902
O 0.14604 -0.55002 3.44678
H 3.38252 -1.41021 -1.58175
H 3.77744 -0.84284 -3.02978
O 3.10547 -1.06580 -2.44055
H -1.61757 -0.08941 3.59131
H -3.16528 -0.35693 3.56822
O -2.45002 0.28253 3.66997
H 2.12870 3.91232 2.98984
H 2.23554 2.58337 2.55883
O 1.94445 2.93352 3.34891
H -1.07793 3.84275 -2.55273
H -0.96015 2.74096 -1.44187
O -1.10505 2.90409 -2.42983
H 0.43631 1.68946 -2.74423
H 1.64614 0.78485 -2.56457
O 0.75317 0.99427 -2.09492
H 2.39338 4.25733 0.65330
H 0.96019 4.07422 0.90971
O 1.79801 4.44397 1.19653

***

Per-record ΔE to the lowest compared entry with this formula, charge and spin, eV: 0.561 2.595